ORCA calculation (the ωB97M-V functional and the def2-TZVPD basis) on a molecular structure, C4H6O2 in a non-equilibrium geometry.

Geometry as XYZ:
```
12
Properties=species:S:1:pos:R:3
C -1.15370 0.75183 -0.66678
C -0.01294 1.01495 0.27774
O 0.11283 0.13260 1.40494
C 0.59320 -1.09681 0.91382
O 0.09554 -1.29156 -0.41431
C 0.16792 0.32938 -1.01323
H -1.78930 1.45184 -1.18260
H -1.23572 -0.62155 -0.37362
H 0.43231 1.99024 0.47113
H 1.69268 -1.12252 0.85388
H 0.22862 -1.89848 1.56574
H 0.86858 0.36008 -1.83669
```

Calculated values
M in Da: 86.1
HOMO in eV: -9.509
HOMO-LUMO gap in eV: 10.60
Spin multiplicity: 1
Total energy in Ha: -306.3179
Energy above the lowest of the compared OMol25 structures with the same formula, charge and spin in kcal/mol: 118.2
LUMO energy in Ha: 0.0400